The following is a DFT calculation (ωB97M-V with the def2-TZVPD basis set) of C21H33CaFN7O2S2 as an isolated structure in a non-equilibrium geometry.

Last column: Mulliken charge in e.
Cartesian coordinates (Å):
H (5.229631, 9.348616, 8.047581)  0.437
H (10.256831, 5.413329, 11.979386)  -0.017
H (7.263385, 6.410065, 14.716669)  0.292
H (6.726000, 9.248059, 7.103348)  0.299
H (7.292586, 9.733377, 9.592026)  -0.559
H (6.359872, 8.258562, 10.031228)  0.319
H (7.670746, 11.003881, 13.777239)  0.361
H (6.428974, 11.656219, 11.647094)  0.432
H (6.903165, 4.617313, 10.798277)  0.351
C (7.969998, 4.429271, 10.902398)  -0.542
O (9.129593, 7.616241, 10.409484)  -0.420
C (10.940081, 8.589425, 8.260399)  -1.187
C (8.589395, 10.828197, 13.213826)  -2.269
H (6.516031, 12.212453, 9.213334)  0.532
H (11.242423, 9.147137, 9.141750)  0.090
C (9.767011, 11.500577, 11.143020)  -0.505
C (10.564224, 8.106310, 15.277884)  -0.218
N (10.888605, 8.397825, 16.495747)  -0.694
C (12.803642, 8.769501, 14.514686)  -0.795
H (5.738199, 9.339177, 12.475689)  0.236
H (10.249171, 3.761973, 12.559798)  0.516
N (10.319422, 8.360005, 18.684848)  -0.346
H (13.026545, 8.814126, 15.559461)  0.568
H (13.935187, 9.273780, 11.368285)  0.464
H (5.874178, 7.807226, 7.570995)  0.404
H (9.103458, 9.785664, 8.213103)  -0.262
C (7.400557, 11.635932, 11.113408)  -0.514
Ca (8.603228, 8.307899, 12.581266)  1.941
N (8.936721, 7.234795, 17.229106)  -0.728
N (9.362704, 7.581143, 14.889081)  0.396
H (11.116416, 8.921929, 18.848007)  0.223
H (10.703841, 11.295670, 11.662180)  0.537
C (9.822927, 11.833439, 9.787233)  -0.526
C (10.049295, 7.942402, 17.444230)  0.377
H (9.456237, 11.071505, 13.774319)  0.438
N (7.322681, 6.799155, 15.634379)  -0.274
C (9.423874, 8.772214, 8.002700)  0.077
F (8.652573, 12.462851, 7.792614)  -0.414
C (8.560245, 11.342309, 11.855065)  1.072
C (6.146944, 8.796952, 7.947110)  -1.489
H (10.150372, 5.230643, 13.717935)  0.135
H (9.165710, 8.487714, 6.992967)  0.575
S (8.409451, 7.662271, 9.066017)  0.234
C (11.996873, 8.671653, 11.949589)  -0.748
H (10.770700, 11.970519, 9.241426)  0.485
H (6.827267, 6.365469, 16.425909)  0.279
C (8.631079, 12.137467, 9.106408)  0.251
C (8.590906, 7.176574, 15.914684)  0.028
H (6.250863, 8.733704, 13.867442)  0.268
N (11.091054, 8.323225, 12.891878)  0.571
H (11.567830, 9.009733, 7.436599)  0.420
C (6.960024, 8.730394, 9.249293)  0.681
O (7.555298, 6.093205, 12.865195)  -0.624
H (14.762040, 9.322878, 13.845795)  0.450
H (9.766699, 8.011764, 19.480833)  0.274
H (11.601873, 8.677436, 10.942981)  0.435
H (8.209569, 3.416137, 10.624804)  0.489
C (13.743911, 9.085682, 13.554584)  -0.726
C (13.284240, 9.073669, 12.232216)  -0.542
H (11.179139, 7.545253, 8.469540)  0.374
C (9.890198, 4.753772, 12.755737)  -0.515
H (8.574478, 5.189244, 10.356732)  -0.156
N (6.208030, 8.525667, 12.880252)  -0.690
S (8.111572, 4.661823, 12.653956)  0.331
H (5.622462, 7.685431, 12.784356)  0.200
C (11.508341, 8.430584, 14.151887)  0.429
C (7.414969, 11.988963, 9.767974)  -0.511

Cartesian forces (eV/Å) of the 6 atoms listed first:
H -0.3 0.4 0.3
H 0.0 0.2 -0.3
H -0.7 -0.4 -0.7
H -0.4 -0.1 0.8
H -0.1 -0.7 -0.2
H 0.1 0.0 0.1

Summary:
- Total charge: +1
- Relative energy (zero: lowest compared OMol25 entry of this formula, charge and spin): 0.0 kJ/mol
- Frontier orbital gap: 5.62 eV
- Electronic energy: -79663.3616 eV